Record 1
{
  "formula": "C34H30OP",
  "method": "wB97M-V/def2-TZVPD",
  "elements": ["C", "C", "C", "C", "C", "C", "C", "C", "C", "C", "C", "C", "C", "C", "H", "H", "H", "H", "H", "H", "H", "H", "H", "H", "H", "H", "H", "C", "C", "C", "C", "P", "C", "C", "C", "C", "C", "C", "C", "C", "C", "C", "C", "C", "C", "C", "O", "C", "C", "H", "H", "H", "H", "H", "H", "H", "H", "H", "H", "H", "H", "H", "H", "H", "H", "H"],
  "xyz": [[-4.09, -1.53, 4.01], [-2.71, -1.15, 3.57], [-2.32, 0.18, 3.75], [-1.09, 0.63, 3.32], [-0.15, -0.27, 2.75], [1.16, 0.15, 2.36], [2.35, -0.40, 2.90], [3.59, 0.30, 2.74], [4.77, -0.20, 3.25], [4.78, -1.42, 3.94], [3.58, -2.13, 4.12], [2.39, -1.62, 3.65], [-0.56, -1.61, 2.54], [-1.83, -2.04, 2.95], [-4.20, -2.61, 4.15], [-4.33, -1.04, 4.96], [-4.83, -1.19, 3.27], [-3.01, 0.86, 4.27], [-0.81, 1.68, 3.44], [1.24, 1.12, 1.87], [3.58, 1.24, 2.18], [5.69, 0.37, 3.13], [5.70, -1.80, 4.37], [3.59, -3.08, 4.67], [1.45, -2.15, 3.83], [0.13, -2.29, 2.04], [-2.11, -3.09, 2.80], [-1.59, 3.98, 0.09], [-0.96, 4.09, -1.14], [-0.43, 2.96, -1.77], [-0.57, 1.71, -1.15], [0.18, 0.20, -1.82], [-1.15, -0.96, -2.17], [-0.82, -2.29, -2.48], [-1.83, -3.16, -2.90], [-3.15, -2.71, -2.98], [-3.48, -1.39, -2.65], [-2.48, -0.51, -2.24], [0.87, 0.60, -3.44], [2.24, 0.90, -3.59], [2.70, 1.36, -4.82], [1.83, 1.48, -5.91], [0.48, 1.12, -5.78], [0.00, 0.67, -4.55], [1.16, -0.44, -0.53], [2.39, 0.25, -0.30], [3.54, -0.23, -0.35], [-1.23, 1.59, 0.07], [-1.73, 2.73, 0.71], [-1.98, 4.87, 0.59], [-0.87, 5.06, -1.63], [0.06, 3.03, -2.74], [0.22, -2.61, -2.42], [-1.57, -4.19, -3.17], [-3.94, -3.40, -3.29], [-4.51, -1.03, -2.72], [-2.71, 0.53, -2.00], [2.92, 0.77, -2.75], [3.75, 1.63, -4.93], [2.19, 1.86, -6.87], [-0.20, 1.19, -6.63], [-1.04, 0.37, -4.44], [1.10, -1.50, -0.28], [2.22, 1.33, -0.05], [-1.34, 0.60, 0.54], [-2.22, 2.63, 1.68]],
  "charge": 1,
  "orbital_gap_ev": 5.6,
  "e_above_lowest_kj_mol": 30.9,
  "lumo_energy_ev": -4.938,
  "multiplicity": 1
}

Record 2
{
  "formula": "C34H31BrGeIN4O2Re",
  "method": "wB97M-V/def2-TZVPD",
  "elements": ["Re", "C", "C", "C", "C", "C", "H", "H", "H", "H", "H", "C", "Ge", "C", "C", "C", "C", "C", "C", "C", "C", "C", "C", "C", "C", "C", "C", "C", "C", "C", "C", "H", "H", "H", "H", "H", "H", "H", "H", "H", "H", "H", "H", "H", "H", "H", "Br", "C", "C", "C", "C", "C", "C", "I", "H", "H", "H", "H", "C", "C", "O", "O", "H", "H", "H", "N", "C", "N", "N", "C", "N", "H", "H", "H", "H"],
  "xyz": [[-1.98, 0.11, -0.14], [-3.81, -0.63, 0.89], [-4.14, 0.26, -0.19], [-3.93, -0.46, -1.41], [-3.51, -1.78, -1.06], [-3.48, -1.90, 0.32], [-3.90, -0.39, 1.94], [-4.58, 1.24, -0.12], [-4.07, -0.08, -2.41], [-3.21, -2.54, -1.76], [-3.12, -2.75, 0.87], [-1.25, 1.59, 0.43], [0.06, 2.94, 0.57], [-0.32, 4.16, 2.04], [-0.12, 5.54, 1.95], [-0.40, 6.38, 3.02], [-0.89, 5.85, 4.21], [-1.10, 4.48, 4.31], [-0.83, 3.65, 3.24], [1.73, 1.97, 0.91], [1.84, 1.21, 2.08], [2.95, 0.41, 2.31], [3.97, 0.34, 1.37], [3.87, 1.07, 0.20], [2.75, 1.87, -0.03], [0.26, 4.00, -1.07], [1.36, 4.83, -1.29], [1.47, 5.59, -2.45], [0.46, 5.54, -3.40], [-0.64, 4.72, -3.19], [-0.74, 3.96, -2.04], [0.25, 5.97, 1.03], [-0.24, 7.45, 2.93], [-1.11, 6.50, 5.05], [-1.50, 4.06, 5.23], [-1.03, 2.58, 3.32], [1.04, 1.22, 2.81], [3.00, -0.19, 3.22], [4.83, -0.29, 1.55], [4.64, 1.00, -0.55], [2.68, 2.41, -0.97], [2.16, 4.88, -0.55], [2.33, 6.22, -2.61], [0.54, 6.13, -4.30], [-1.43, 4.67, -3.94], [-1.59, 3.30, -1.89], [-3.50, -6.18, -1.56], [-1.80, -6.85, -2.05], [-1.76, -8.03, -2.78], [-0.55, -8.56, -3.18], [0.63, -7.92, -2.84], [0.59, -6.75, -2.10], [-0.62, -6.19, -1.69], [-0.58, -4.42, -0.58], [-2.69, -8.51, -3.04], [-0.53, -9.48, -3.75], [1.58, -8.33, -3.14], [1.50, -6.24, -1.83], [-0.88, -1.31, 3.21], [-0.13, -2.11, 2.16], [0.84, -2.79, 2.52], [-0.55, -2.01, 0.96], [-0.23, -1.08, 4.05], [-1.71, -1.93, 3.59], [-1.30, -0.40, 2.78], [2.06, -2.11, -0.07], [2.52, -1.83, -1.28], [3.80, -2.19, -1.59], [1.83, -1.21, -2.23], [0.67, -0.76, -1.81], [-0.34, -0.37, -1.38], [2.62, -2.48, 0.68], [1.07, -1.95, 0.19], [4.18, -3.00, -1.12], [4.03, -2.10, -2.56]],
  "s2": 0.76,
  "charge": -1,
  "orbital_gap_ev": [5.2, 5.6],
  "e_above_lowest_kj_mol": 30.9,
  "lumo_energy_ev": [2.269, 2.269],
  "multiplicity": 2
}

Record 3
{
  "formula": "C34H31IN3O20",
  "method": "wB97M-V/def2-TZVPD",
  "elements": ["N", "C", "N", "N", "C", "C", "C", "I", "H", "H", "H", "H", "H", "H", "H", "H", "H", "H", "H", "C", "C", "C", "O", "C", "C", "C", "O", "O", "O", "H", "H", "H", "H", "C", "C", "C", "O", "C", "C", "C", "O", "O", "O", "H", "H", "H", "H", "C", "C", "C", "O", "C", "C", "C", "O", "O", "O", "H", "H", "H", "H", "C", "C", "C", "O", "C", "C", "C", "O", "O", "O", "H", "H", "H", "H", "C", "C", "C", "O", "C", "C", "C", "O", "O", "O", "H", "H", "H", "H"],
  "xyz": [[2.95, -3.52, 4.15], [4.38, -3.31, 4.02], [5.01, -4.04, 3.08], [4.96, -2.40, 4.94], [6.23, -1.78, 4.48], [6.07, -0.27, 3.99], [4.72, 0.41, 4.49], [2.99, -0.11, 3.27], [2.51, -3.13, 3.30], [2.66, -2.99, 4.98], [4.83, -3.81, 2.10], [5.60, -4.85, 3.28], [5.00, -2.76, 5.90], [6.92, -1.75, 5.38], [6.78, -2.34, 3.67], [6.17, -0.18, 2.87], [6.94, 0.32, 4.43], [4.51, 0.24, 5.58], [4.87, 1.52, 4.38], [-2.90, 0.99, 2.38], [-3.70, 0.11, 1.78], [-3.15, -1.02, 0.98], [-3.92, -1.82, 0.46], [-1.70, -1.13, 0.85], [-0.90, -0.25, 1.45], [-1.45, 0.87, 2.27], [-0.68, 1.64, 2.82], [0.45, -0.34, 1.33], [-5.05, 0.21, 1.86], [-3.29, 1.82, 2.96], [-1.32, -1.95, 0.25], [0.81, 0.41, 1.84], [-5.40, -0.54, 1.34], [2.39, 2.60, -0.80], [3.08, 3.39, -1.62], [3.61, 4.71, -1.16], [4.25, 5.40, -1.93], [3.34, 5.12, 0.22], [2.64, 4.33, 1.03], [2.13, 3.00, 0.58], [1.52, 2.30, 1.37], [2.37, 4.69, 2.31], [3.32, 3.04, -2.90], [2.00, 1.64, -1.12], [3.71, 6.08, 0.53], [1.86, 3.95, 2.69], [3.84, 3.77, -3.28], [-8.50, -2.14, -3.09], [-7.99, -1.31, -2.17], [-6.59, -1.45, -1.68], [-6.16, -0.67, -0.85], [-5.78, -2.54, -2.22], [-6.28, -3.37, -3.14], [-7.68, -3.21, -3.65], [-8.09, -3.98, -4.50], [-5.55, -4.38, -3.66], [-8.73, -0.31, -1.63], [-9.51, -2.05, -3.45], [-4.77, -2.64, -1.85], [-6.14, -4.83, -4.30], [-8.14, 0.13, -1.00], [-2.40, -6.59, 0.44], [-2.34, -5.36, 0.96], [-1.04, -4.75, 1.36], [-1.01, -3.62, 1.82], [0.17, -5.55, 1.19], [0.11, -6.78, 0.67], [-1.19, -7.38, 0.24], [-1.20, -8.50, -0.24], [1.22, -7.54, 0.51], [-3.46, -4.63, 1.14], [-3.34, -7.04, 0.14], [1.11, -5.11, 1.50], [0.91, -8.37, 0.11], [-3.16, -3.78, 1.53], [2.14, 7.36, -5.87], [2.28, 6.68, -4.73], [1.12, 6.37, -3.86], [1.29, 5.72, -2.83], [-0.20, 6.85, -4.27], [-0.35, 7.54, -5.40], [0.82, 7.83, -6.29], [0.64, 8.44, -7.33], [-1.55, 8.00, -5.80], [3.50, 6.24, -4.32], [2.98, 7.60, -6.51], [-1.04, 6.63, -3.62], [-1.39, 8.45, -6.64], [3.33, 5.78, -3.47]],
  "charge": 1,
  "orbital_gap_ev": 5.8,
  "lumo_energy_ev": -5.085,
  "multiplicity": 1
}

Record 4
{
  "formula": "C34H31N4O9P2Ru",
  "method": "wB97M-V/def2-TZVPD",
  "elements": ["Ru", "C", "O", "C", "C", "C", "C", "C", "C", "N", "N", "C", "C", "O", "C", "C", "C", "C", "C", "C", "C", "C", "H", "H", "H", "H", "H", "H", "H", "H", "H", "H", "H", "H", "H", "C", "P", "C", "C", "C", "C", "C", "C", "C", "P", "C", "C", "H", "H", "H", "H", "H", "H", "H", "H", "H", "H", "H", "H", "H", "H", "H", "H", "O", "C", "O", "C", "C", "C", "C", "C", "C", "O", "N", "O", "O", "N", "O", "O", "H", "H"],
  "xyz": [[0.67, 0.13, -0.83], [1.37, 0.01, -4.00], [0.31, 0.45, -3.12], [-0.96, -0.03, -3.40], [-1.38, -0.22, -4.71], [-2.68, -0.62, -4.96], [-3.55, -0.85, -3.91], [-3.12, -0.68, -2.61], [-1.81, -0.27, -2.34], [-1.32, -0.09, -1.02], [-2.20, -0.08, -0.13], [-2.01, -0.13, 1.19], [-0.75, -0.35, 1.83], [0.35, -0.49, 1.21], [-0.73, -0.44, 3.26], [-1.85, -0.31, 4.00], [-3.13, -0.10, 3.40], [-4.30, -0.02, 4.18], [-5.53, 0.13, 3.60], [-5.62, 0.22, 2.21], [-4.49, 0.17, 1.43], [-3.22, -0.01, 2.00], [1.27, -1.06, -4.20], [2.30, 0.19, -3.46], [1.36, 0.58, -4.92], [-0.70, -0.05, -5.52], [-3.01, -0.76, -5.99], [-4.57, -1.17, -4.09], [-3.76, -0.89, -1.77], [0.24, -0.60, 3.73], [-1.79, -0.36, 5.08], [-4.20, -0.08, 5.26], [-6.42, 0.16, 4.21], [-6.59, 0.33, 1.74], [-4.56, 0.25, 0.35], [1.33, 3.52, -1.48], [0.10, 2.40, -0.72], [-1.46, 3.00, -1.44], [-0.04, 2.82, 1.06], [-1.14, 3.46, 1.62], [-1.23, 3.61, 3.00], [-0.21, 3.16, 3.82], [0.89, 2.53, 3.27], [0.97, 2.33, 1.89], [2.24, 1.37, 1.00], [3.57, 2.61, 0.80], [3.07, 0.22, 2.14], [1.34, 4.49, -1.00], [1.05, 3.63, -2.53], [2.31, 3.05, -1.44], [-1.57, 4.07, -1.23], [-2.30, 2.45, -1.03], [-1.43, 2.85, -2.52], [-1.95, 3.82, 0.99], [-2.11, 4.08, 3.43], [-0.28, 3.28, 4.89], [1.69, 2.17, 3.91], [4.09, 2.74, 1.75], [3.17, 3.57, 0.48], [4.28, 2.24, 0.06], [3.25, 0.70, 3.11], [4.02, -0.03, 1.68], [2.47, -0.68, 2.28], [4.85, -0.71, -0.88], [3.65, -0.92, -1.00], [2.81, 0.07, -1.13], [3.14, -2.34, -0.96], [4.09, -3.32, -0.77], [3.74, -4.65, -0.66], [2.41, -5.03, -0.74], [1.46, -4.08, -1.00], [1.77, -2.69, -1.12], [0.84, -1.84, -1.36], [0.07, -4.54, -1.08], [-0.22, -5.52, -0.43], [-0.70, -3.95, -1.81], [4.77, -5.67, -0.48], [4.41, -6.83, -0.38], [5.93, -5.31, -0.43], [5.13, -3.02, -0.69], [2.13, -6.07, -0.62]],
  "s2": 0.76,
  "charge": 0,
  "orbital_gap_ev": [6.3, 6.6],
  "e_above_lowest_kj_mol": 0.0,
  "lumo_energy_ev": [-1.199, -1.348],
  "multiplicity": 2
}

Record 5
{
  "formula": "C34H31N6O6PtS",
  "method": "wB97M-V/def2-TZVPD",
  "elements": ["Pt", "C", "C", "C", "C", "C", "C", "C", "N", "N", "C", "C", "C", "C", "C", "C", "N", "C", "C", "C", "C", "C", "C", "N", "H", "H", "H", "H", "H", "H", "H", "H", "H", "H", "H", "H", "H", "H", "H", "H", "H", "H", "H", "H", "O", "S", "O", "O", "O", "O", "C", "N", "C", "C", "O", "N", "C", "C", "C", "C", "C", "C", "C", "C", "C", "C", "C", "C", "H", "H", "H", "H", "H", "H", "H", "H", "H", "H", "H"],
  "xyz": [[0.34, -0.04, 0.09], [-1.69, 2.31, 0.29], [0.67, 3.00, -0.99], [1.92, 2.43, -0.72], [3.08, 3.22, -0.52], [4.29, 2.64, -0.34], [4.39, 1.21, -0.33], [3.25, 0.48, -0.40], [2.03, 1.06, -0.53], [-1.76, 0.80, 0.12], [-2.43, 0.42, -1.15], [-1.52, 0.45, -2.35], [-2.04, 0.62, -3.62], [-1.20, 0.51, -4.71], [0.15, 0.24, -4.50], [0.59, 0.10, -3.20], [-0.23, 0.20, -2.15], [-2.42, 0.13, 1.28], [-1.49, -0.11, 2.45], [-1.96, -0.14, 3.75], [-1.08, -0.49, 4.76], [0.24, -0.80, 4.45], [0.64, -0.74, 3.13], [-0.22, -0.40, 2.16], [-2.14, 2.75, -0.60], [-2.27, 2.58, 1.17], [0.67, 4.07, -1.10], [0.00, 2.48, -1.67], [2.98, 4.30, -0.54], [5.17, 3.24, -0.22], [5.34, 0.72, -0.22], [3.26, -0.60, -0.32], [-3.30, 1.07, -1.31], [-2.78, -0.61, -1.04], [-3.09, 0.82, -3.75], [-1.58, 0.63, -5.72], [0.84, 0.15, -5.33], [1.63, -0.09, -2.97], [-2.77, -0.84, 0.93], [-3.28, 0.72, 1.60], [-2.98, 0.11, 3.96], [-1.42, -0.51, 5.79], [0.95, -1.07, 5.22], [1.65, -0.95, 2.82], [0.78, 4.41, 2.03], [0.31, 3.08, 2.23], [1.28, 2.01, 2.24], [-0.41, 2.80, 0.46], [-0.90, 2.87, 2.96], [1.92, -2.18, 0.47], [0.89, -2.78, 0.16], [0.65, -4.11, 0.12], [-0.77, -4.38, -0.04], [-1.31, -2.94, -0.29], [-2.47, -2.66, -0.49], [-0.25, -2.09, -0.20], [-1.34, -4.94, 1.26], [-1.46, -6.31, 1.44], [-1.89, -6.83, 2.66], [-2.21, -5.97, 3.70], [-2.10, -4.60, 3.52], [-1.67, -4.09, 2.31], [-1.09, -5.22, -1.27], [-2.41, -5.57, -1.53], [-2.73, -6.29, -2.67], [-1.73, -6.67, -3.56], [-0.41, -6.33, -3.30], [-0.09, -5.60, -2.16], [1.27, -4.76, 0.59], [-1.21, -6.99, 0.63], [-1.97, -7.90, 2.79], [-2.56, -6.37, 4.64], [-2.36, -3.93, 4.33], [-1.58, -3.01, 2.19], [-3.19, -5.27, -0.84], [-3.76, -6.56, -2.86], [-1.98, -7.24, -4.44], [0.37, -6.63, -3.99], [0.94, -5.32, -1.97]],
  "s2": 6.02,
  "charge": 1,
  "orbital_gap_ev": [6.2, 6.0],
  "e_above_lowest_kj_mol": 118.5,
  "lumo_energy_ev": [-2.636, -5.321],
  "multiplicity": 5
}

Record 6
{
  "formula": "C34H31N7O10",
  "method": "wB97M-V/def2-TZVPD",
  "elements": ["O", "N", "O", "C", "C", "C", "C", "C", "C", "H", "H", "H", "H", "H", "O", "N", "O", "C", "C", "C", "C", "C", "C", "H", "H", "H", "H", "H", "O", "N", "O", "C", "C", "C", "C", "C", "C", "H", "H", "H", "H", "H", "O", "N", "O", "C", "C", "C", "C", "C", "C", "H", "H", "H", "H", "H", "O", "N", "O", "C", "C", "C", "C", "C", "C", "H", "H", "H", "H", "H", "C", "C", "N", "H", "H", "H", "C", "C", "N", "H", "H", "H"],
  "xyz": [[-2.53, -0.09, -3.98], [-3.33, 0.43, -3.23], [-3.71, -0.04, -2.18], [-3.86, 1.75, -3.59], [-4.99, 2.21, -2.96], [-5.52, 3.44, -3.35], [-4.87, 4.18, -4.33], [-3.71, 3.71, -4.94], [-3.21, 2.47, -4.58], [-5.45, 1.61, -2.18], [-6.46, 3.76, -2.93], [-5.31, 5.11, -4.66], [-3.23, 4.32, -5.68], [-2.28, 2.12, -5.00], [5.03, -2.87, -1.12], [4.95, -1.70, -0.80], [5.41, -1.22, 0.22], [4.34, -0.78, -1.75], [4.44, 0.59, -1.56], [3.84, 1.44, -2.48], [3.15, 0.93, -3.56], [3.05, -0.45, -3.74], [3.62, -1.30, -2.81], [4.96, 0.96, -0.69], [3.89, 2.51, -2.30], [2.67, 1.56, -4.30], [2.54, -0.82, -4.62], [3.54, -2.38, -2.87], [0.53, -0.83, 1.32], [1.09, -0.84, 2.41], [1.85, 0.03, 2.78], [0.80, -1.92, 3.35], [-0.10, -2.91, 3.04], [-0.35, -3.93, 3.93], [0.32, -3.97, 5.15], [1.27, -2.99, 5.43], [1.49, -1.95, 4.55], [-0.68, -2.88, 2.12], [-1.04, -4.71, 3.66], [0.18, -4.80, 5.82], [1.83, -3.01, 6.35], [2.29, -1.24, 4.73], [1.20, 7.17, 4.16], [0.40, 6.28, 4.37], [-0.42, 6.29, 5.27], [0.38, 5.13, 3.47], [-0.42, 4.04, 3.75], [-0.40, 2.95, 2.90], [0.43, 2.95, 1.80], [1.27, 4.03, 1.53], [1.24, 5.12, 2.38], [-1.06, 4.04, 4.62], [-1.03, 2.09, 3.08], [0.49, 2.05, 1.20], [1.87, 4.04, 0.63], [1.81, 6.01, 2.14], [2.54, -3.43, 0.80], [1.77, -3.80, -0.06], [1.60, -3.26, -1.14], [0.95, -4.97, 0.22], [1.30, -5.83, 1.24], [0.55, -6.97, 1.48], [-0.60, -7.18, 0.74], [-0.98, -6.29, -0.26], [-0.20, -5.18, -0.52], [2.21, -5.63, 1.80], [0.84, -7.65, 2.27], [-1.18, -8.09, 0.87], [-1.85, -6.49, -0.86], [-0.41, -4.48, -1.32], [-0.14, -0.74, -2.00], [-0.29, 0.65, -1.58], [-0.40, 1.76, -1.31], [0.20, -1.38, -1.20], [0.57, -0.74, -2.82], [-1.11, -1.13, -2.32], [-2.84, 4.09, -1.11], [-3.09, 3.43, 0.17], [-3.31, 2.91, 1.17], [-1.97, 4.74, -1.00], [-3.74, 4.64, -1.37], [-2.59, 3.35, -1.87]],
  "charge": 0,
  "orbital_gap_ev": 8.6,
  "e_above_lowest_kj_mol": 0.0,
  "lumo_energy_ev": -0.758,
  "smiles": "O=[N+]([O-])c1ccccc1.O=[N+]([O-])c1ccccc1.O=[N+]([O-])c1ccccc1.O=[N+]([O-])c1ccccc1.O=[N+]([O-])c1ccccc1.CC#N.CC#N",
  "multiplicity": 1
}

Number 5 is which compound?
C34H31N6O6PtS